[1]
15
Properties=species:S:1:pos:R:3:forces:R:3 method="wB97M-V/def2-TZVPD" multiplicity=1 smiles=O[C@@H]1CC[C@@H]2S[C@H]12 total_charge=0 e_above_lowest_kj_mol=46.8
O -2.0710 -0.9438 -0.1289 -0.046 -0.513 0.007
C -1.1794 -0.0260 0.4521 -0.651 0.624 -0.935
C -0.8767 1.1485 -0.5243 -0.925 -0.238 -0.222
C 0.4476 1.7103 -0.1020 0.422 0.187 1.178
C 1.1730 0.5257 0.5872 -0.687 -0.282 -1.217
S 1.2812 -0.9396 -0.4786 0.175 -0.492 -0.059
C 0.1553 -0.5718 0.8721 0.609 2.250 -1.405
H -1.6027 -1.3510 -0.8672 -0.047 -0.060 -0.081
H -1.7125 0.3352 1.3300 0.100 0.168 0.191
H -0.7484 0.7775 -1.5606 -0.338 -0.150 0.600
H -1.7088 1.8846 -0.5594 0.561 -0.443 0.150
H 0.8909 2.1811 -0.9681 0.836 -0.148 -0.037
H 0.3612 2.4942 0.6525 -0.202 0.091 0.095
H 2.0519 0.6482 1.1962 -0.034 0.227 0.238
H 0.2185 -1.1054 1.7553 0.226 -1.220 1.498


[2]
217
Properties=species:S:1:pos:R:3:forces:R:3 method="wB97M-V/def2-TZVPD" multiplicity=1 total_charge=+4
C -0.3282 35.1826 -24.1084 0.448 -0.982 -1.016
C -0.1732 36.1862 -23.0155 0.817 -0.802 0.789
C 1.1168 35.9532 -22.1456 -1.341 -0.981 -0.599
C 1.2506 34.4457 -21.7146 0.800 1.661 -0.033
N 2.1218 34.3554 -20.4272 0.563 -1.628 1.802
C 1.3072 34.2960 -19.0408 0.148 1.482 -0.579
C 0.6371 32.9098 -18.9516 0.258 2.343 -0.245
C 1.6335 32.0788 -19.6919 -0.199 -2.711 0.060
C 2.7282 32.9160 -20.3265 -0.080 1.119 0.199
C 3.3316 35.3807 -20.2828 -1.992 -0.651 -1.516
H 0.5366 35.0318 -24.7545 0.168 0.994 -0.470
H -1.2087 35.4727 -24.6817 0.131 -0.507 -0.256
H -0.3761 34.1412 -23.7902 -0.909 -0.043 0.558
H -1.0510 36.0140 -22.3927 -0.014 0.562 0.348
H -0.2182 37.1745 -23.4731 0.192 0.128 0.483
H 1.0150 36.5886 -21.2658 0.354 0.058 -0.047
H 1.9979 36.1593 -22.7532 0.043 0.505 0.255
H 1.7649 33.8829 -22.4936 0.411 0.154 0.137
H 0.2900 33.9319 -21.6786 -0.028 0.136 1.110
H 2.0572 34.5196 -18.2821 0.305 -0.742 -0.023
H 0.7184 35.2092 -18.9544 -0.623 -0.261 -0.513
H 0.4643 32.5672 -17.9314 0.034 0.305 -0.070
H -0.3096 32.9282 -19.4915 -0.061 0.084 0.251
H 2.0476 31.3589 -18.9860 0.519 0.109 -0.083
H 0.9893 31.4242 -20.2790 0.740 0.063 -1.032
H 3.5701 32.9966 -19.6388 -0.192 0.161 0.292
H 3.2310 32.6341 -21.2516 -0.752 -0.131 -0.295
H 3.9714 35.1861 -21.1435 0.256 -0.194 0.298
H 3.8134 35.2501 -19.3138 -0.203 -0.091 -0.267
H 2.9293 36.3785 -20.4580 0.086 -0.098 0.529
C 3.5307 23.2437 -8.6807 -0.682 -0.566 0.430
C 2.2788 24.2117 -8.6833 1.829 -0.939 -0.785
C 1.7615 24.6789 -7.3389 2.424 0.485 1.184
C 2.9698 25.2686 -6.4397 -1.129 -0.716 -1.081
N 2.5808 26.1058 -5.2673 0.721 -0.763 1.227
C 3.8757 26.1808 -4.3864 -1.362 -0.175 0.952
C 3.7978 25.0215 -3.3124 0.719 0.393 0.132
C 2.4834 24.3312 -3.4747 -0.437 -0.074 -0.366
C 1.6593 25.3651 -4.1817 -0.314 -0.035 -2.102
C 1.9485 27.4442 -5.6907 0.453 -0.762 1.521
H 4.4673 23.7493 -8.4456 -0.165 0.282 0.531
H 3.8175 22.7409 -9.6043 -0.767 0.405 -0.560
H 3.3945 22.3858 -8.0223 0.039 0.126 0.461
H 1.3951 23.8069 -9.1766 0.384 -0.200 -0.421
H 2.7189 25.0094 -9.2817 -0.864 0.634 -0.009
H 1.3989 23.8175 -6.7780 -0.505 0.116 -0.109
H 0.9925 25.4132 -7.5785 -0.078 0.031 0.606
H 3.6904 25.8281 -7.0362 -0.402 0.573 -0.184
H 3.6342 24.5034 -6.0382 -0.575 -0.585 -0.021
H 3.6670 27.0872 -3.8181 0.963 0.304 -0.323
H 4.7815 26.1226 -4.9899 -0.270 0.584 0.024
H 3.8109 25.4712 -2.3196 0.457 0.093 -0.106
H 4.5702 24.2552 -3.3773 0.400 0.549 -0.066
H 1.9699 24.0606 -2.5521 0.194 0.166 0.152
H 2.6355 23.3849 -3.9939 -0.440 0.170 -0.465
H 1.3640 26.1837 -3.5253 -0.270 -0.215 -0.056
H 0.8489 24.8777 -4.7236 -0.353 0.652 0.073
H 1.8866 28.0358 -4.7773 -0.348 -0.105 0.082
H 0.9482 27.2012 -6.0490 0.255 0.291 -0.239
H 2.5662 28.0636 -6.3411 0.035 -0.735 -0.433
C 6.6462 25.8479 -29.5692 -0.050 0.240 1.212
C 7.9894 25.2691 -29.2013 -0.679 -0.958 -0.771
C 8.9006 26.0318 -28.2725 -0.650 0.632 1.280
C 8.2785 26.6670 -26.9598 0.368 -1.377 0.012
N 9.2546 26.9942 -25.8217 1.220 -0.621 -0.792
C 8.4597 27.6335 -24.6291 2.318 0.173 -1.013
C 9.5412 28.5357 -24.0132 -0.658 -0.008 -0.175
C 10.4819 29.1090 -25.1053 -1.076 -1.353 -1.709
C 10.3380 28.0848 -26.3591 -1.700 -0.532 2.853
C 10.0152 25.6761 -25.2998 -2.057 1.443 1.143
H 6.0623 25.9929 -28.6602 -0.322 -0.015 0.069
H 6.1069 25.1305 -30.1877 -0.005 0.520 -0.313
H 6.7969 26.8470 -29.9780 -0.340 -0.154 -0.568
H 8.4875 25.1538 -30.1640 0.573 0.027 0.131
H 7.8879 24.2377 -28.8636 -0.251 -0.037 0.274
H 9.2682 26.8537 -28.8869 0.919 -0.127 0.378
H 9.5705 25.2314 -27.9583 0.911 0.766 -0.147
H 7.6503 25.9620 -26.4155 -0.564 -0.138 -0.584
H 7.7197 27.5747 -27.1878 0.071 -0.010 0.141
H 8.1052 26.9661 -23.8437 0.058 -0.633 -0.606
H 7.6092 28.1948 -25.0161 0.230 -0.088 -0.337
H 10.0857 27.9540 -23.2694 -0.090 0.377 0.188
H 8.8542 29.2669 -23.5872 1.006 0.573 0.747
H 11.5464 29.1751 -24.8805 -0.312 0.129 0.451
H 10.0892 30.0768 -25.4172 0.344 0.012 -0.062
H 11.2304 27.4819 -26.5271 -0.112 0.436 -0.432
H 9.8339 28.5033 -27.2302 0.623 0.055 0.009
H 10.5679 25.9455 -24.3997 0.632 0.438 -0.539
H 10.5726 25.0520 -25.9983 -0.192 0.703 -0.246
H 9.2057 25.1345 -24.8102 -0.144 -0.519 -0.611
C -5.7492 20.3905 -22.7352 0.759 0.915 -0.918
C -4.7737 21.4173 -22.0454 -1.641 -0.456 1.309
C -3.8982 22.2361 -22.9875 1.268 -0.411 0.851
C -2.9284 23.2105 -22.1404 -0.216 0.531 -0.608
N -2.2265 24.3966 -22.9312 -1.563 -1.146 0.003
C -1.5057 23.7737 -24.1271 -1.114 1.451 0.227
C -0.2533 23.2632 -23.4972 1.518 -0.673 -1.592
C 0.1615 24.1677 -22.3689 -0.159 0.298 0.991
C -1.1028 25.0173 -22.0993 -0.004 -0.459 -0.072
C -3.4116 25.3554 -23.2272 1.449 -1.270 -0.671
H -5.2171 19.9479 -23.5772 0.229 -0.642 0.227
H -6.5697 20.8603 -23.2775 -0.097 0.598 0.334
H -6.2347 19.6279 -22.1263 0.581 0.129 0.305
H -4.2151 20.9476 -21.2358 0.732 -0.614 -0.541
H -5.3610 22.0326 -21.3637 -0.431 0.704 -0.496
H -4.5035 22.6316 -23.8030 -0.027 0.855 0.359
H -3.3077 21.4864 -23.5142 0.528 0.071 0.010
H -2.1120 22.7339 -21.5977 -0.046 -0.655 -0.489
H -3.4477 23.7134 -21.3247 -0.457 0.064 -0.242
H -1.3620 24.5954 -24.8287 0.444 0.165 0.095
H -2.1499 23.0901 -24.6801 0.067 -0.271 0.517
H 0.5302 23.3197 -24.2528 0.017 -0.528 -0.144
H -0.3372 22.2273 -23.1685 -0.109 0.069 -0.071
H 1.0014 24.8461 -22.5186 -0.167 0.049 -0.805
H 0.5934 23.5523 -21.5797 -0.817 0.074 0.562
H -0.8920 25.9982 -22.5255 -0.502 0.113 0.235
H -1.4143 25.0651 -21.0559 -0.073 0.209 -0.120
H -3.2189 26.0101 -24.0771 0.712 0.557 0.586
H -3.5949 25.7987 -22.2485 -0.609 0.254 -0.545
H -4.1697 24.7167 -23.6806 -0.398 0.042 0.905
C 10.5746 26.1299 -10.4563 -0.096 0.420 0.111
C 11.3183 26.0640 -11.8106 -0.732 -0.118 0.788
C 11.4349 27.4531 -12.4629 -1.015 0.037 -0.797
C 10.0598 28.1096 -12.8063 0.003 1.739 0.495
N 10.1903 29.4412 -13.6253 1.479 -0.497 -0.099
C 8.9400 30.3299 -13.6127 1.904 -2.036 0.212
C 9.4203 31.6761 -14.0026 -0.450 1.350 -0.363
C 10.9033 31.8176 -13.5305 -0.211 -1.229 -0.513
C 11.2086 30.4079 -13.0086 -0.489 0.316 1.085
C 10.5809 29.1663 -15.0624 0.615 0.480 0.831
H 11.1036 26.6793 -9.6776 0.265 0.226 -0.180
H 10.3423 25.1757 -9.9835 0.161 -0.234 -0.469
H 9.6194 26.6368 -10.5934 -0.160 -0.029 0.069
H 10.7322 25.3738 -12.4174 0.238 0.048 -0.389
H 12.3009 25.6236 -11.6412 0.054 0.139 -0.277
H 11.9809 27.4420 -13.4062 0.400 -0.371 0.158
H 11.9495 28.1099 -11.7616 0.040 0.117 -0.110
H 9.6154 28.4558 -11.8731 -0.124 -0.025 0.049
H 9.2565 27.6034 -13.3416 0.526 -0.743 -0.057
H 8.2354 29.8787 -14.3112 -0.501 0.050 0.736
H 8.7821 30.3886 -12.5358 -1.191 -0.507 -0.206
H 9.2047 31.9176 -15.0435 0.401 -0.011 -0.027
H 8.6536 32.1978 -13.4297 0.642 1.379 -0.081
H 11.7185 31.8248 -14.2539 -0.883 1.324 -1.003
H 11.1156 32.6048 -12.8070 -0.255 -0.221 0.038
H 12.2502 30.2167 -13.2666 -0.296 -0.895 0.398
H 11.0073 30.4278 -11.9376 0.339 -0.672 0.088
H 11.6250 28.8562 -15.1062 -0.067 -0.075 0.182
H 10.5380 30.1624 -15.5029 -0.264 -0.483 -0.710
H 9.9821 28.3724 -15.5089 -0.327 0.448 0.023
C 0.2941 18.1864 -16.6102 1.811 -0.352 0.627
C 1.5645 18.5337 -17.4942 -1.588 0.361 -0.769
C 2.1855 17.4062 -18.4140 -0.463 1.013 1.300
C 3.2211 17.9541 -19.4428 -0.773 -1.907 0.010
P 4.4273 16.6417 -20.0890 2.363 1.599 0.323
C 4.7823 16.9454 -21.8917 -0.725 -0.353 -0.204
C 5.2668 18.2886 -22.4715 1.111 -0.451 0.006
C 5.1587 18.4516 -24.0174 -2.222 0.626 0.509
C 5.6288 17.4239 -25.0241 1.727 -0.704 0.863
C 6.0824 17.0221 -19.3223 -0.005 -0.887 -0.516
C 6.2559 16.5321 -17.8699 -0.703 1.139 1.549
C 6.7336 17.6265 -16.9054 -0.737 0.934 -0.650
C 8.0546 18.1738 -17.3536 1.264 0.258 0.536
C 4.1671 14.8632 -19.7327 -2.447 0.380 -0.110
C 2.8624 14.3480 -20.4841 1.730 -1.305 -0.368
C 2.6414 12.8224 -20.2349 -1.221 0.584 0.364
C 1.4266 12.1133 -20.9911 1.346 0.856 0.176
H -0.5411 17.8220 -17.2083 0.149 -0.115 0.166
H -0.0219 19.0160 -15.9778 -0.066 0.647 -0.761
H 0.5711 17.5298 -15.7854 -0.138 -0.900 -0.393
H 2.3222 19.0981 -16.9507 0.089 -0.329 0.204
H 1.0786 19.2660 -18.1391 0.542 0.319 -0.557
H 1.3475 16.9385 -18.9308 0.179 -0.296 0.012
H 2.6390 16.7118 -17.7067 0.072 -0.376 -0.250
H 3.7414 18.8114 -19.0156 0.379 -0.128 -0.360
H 2.6795 18.1922 -20.3583 0.036 0.589 0.067
H 3.8991 16.6498 -22.4581 -0.339 -0.094 0.096
H 5.5225 16.1918 -22.1603 0.098 -0.202 0.155
H 6.3255 18.4109 -22.2428 0.166 -0.139 0.318
H 4.8082 19.1905 -22.0661 -0.370 -0.257 0.231
H 5.5954 19.4490 -24.0683 0.198 -0.073 -1.006
H 4.0872 18.5806 -24.1703 -0.265 0.363 -0.213
H 5.6784 17.6167 -26.0957 -0.318 0.946 0.222
H 5.1438 16.4482 -24.9935 -0.268 0.077 0.527
H 6.6616 17.2726 -24.7100 0.386 -0.584 -0.415
H 6.3085 18.0707 -19.5156 -0.201 0.168 0.367
H 6.7804 16.4897 -19.9684 0.087 -0.117 -0.174
H 6.9859 15.7516 -17.6550 -0.513 -0.646 -0.911
H 5.2498 16.3252 -17.5052 0.092 -0.914 0.184
H 6.6141 17.4709 -15.8332 0.691 -1.212 0.001
H 6.0011 18.4334 -16.9263 -0.075 0.549 -0.702
H 8.0503 18.4128 -18.4171 -0.255 0.950 0.217
H 8.9614 17.5693 -17.3352 -0.358 -1.093 0.474
H 8.3510 18.9568 -16.6556 -0.132 0.721 -0.700
H 3.9679 14.8092 -18.6624 0.148 0.051 0.180
H 5.0529 14.2558 -19.9186 0.076 0.295 -0.345
H 3.1267 14.4420 -21.5373 -0.630 0.411 -0.280
H 1.9757 14.9056 -20.1826 0.112 0.153 -0.248
H 2.3547 12.7981 -19.1835 0.084 -0.315 0.227
H 3.5969 12.3004 -20.2866 -0.121 -0.177 -0.376
H 1.0844 11.3212 -20.3251 -0.280 0.087 -0.316
H 1.6486 11.7031 -21.9763 0.530 -0.203 0.182
H 0.6441 12.8320 -21.2346 -0.215 0.056 0.597
C -0.7506 26.4049 -14.7037 -0.183 -0.794 -0.771
C -2.1750 26.5968 -15.3500 0.174 0.378 -0.157
O -2.6410 27.7296 -15.1708 -0.231 1.002 0.338
O -2.7004 25.6894 -16.0345 0.742 -0.606 0.133
H -0.6703 26.7229 -13.6642 -0.314 -0.092 0.006
H -0.0170 26.9864 -15.2621 -0.093 0.293 -0.147
H -0.4452 25.3685 -14.8473 0.066 -0.183 0.377
C 4.9825 23.9445 -16.4103 -0.014 0.235 1.747
C 5.8287 24.3948 -17.5884 1.094 0.801 -3.583
O 5.7983 25.6517 -17.8985 0.124 -2.176 1.029
O 6.4650 23.4934 -18.3036 -1.731 1.822 2.383
H 4.5727 24.6931 -15.7323 -0.182 1.164 -0.869
H 5.6121 23.5306 -15.6227 0.289 -1.245 -0.456
H 4.0964 23.3439 -16.6158 0.492 -0.531 -0.383


[3]
92
Properties=species:S:1:pos:R:3:forces:R:3 method="wB97M-V/def2-TZVPD" multiplicity=1 total_charge=0
Ca 0.9593 -1.1415 -0.2425 -0.098 0.006 -0.302
N -0.9220 -2.1325 2.9387 -0.141 0.064 -0.132
C -2.3002 -2.1075 2.7238 0.280 -0.054 0.115
C -3.1037 -3.0379 3.3899 -0.070 0.004 0.014
C -4.4669 -3.0906 3.1624 0.000 0.009 -0.015
C -5.0635 -2.2144 2.2614 0.109 -0.016 0.015
C -4.2689 -1.2952 1.5942 -0.097 0.033 0.003
C -2.8937 -1.2164 1.8112 -0.065 -0.111 -0.106
P -1.8269 -0.1113 0.8347 0.479 0.377 0.277
C -1.4914 1.2773 2.0051 -0.106 0.045 -0.093
C -1.8854 1.2536 3.3400 0.008 0.048 0.019
C -1.5844 2.3143 4.1908 -0.007 -0.040 -0.077
C -0.9020 3.4201 3.7106 0.024 -0.003 -0.062
C -0.5116 3.4601 2.3751 -0.027 -0.084 -0.022
C -0.7914 2.3940 1.5307 0.022 0.030 0.061
C -2.9107 0.6626 -0.4016 -0.117 -0.139 -0.067
C -3.7348 1.7553 -0.1364 -0.033 0.042 -0.060
C -4.5383 2.2796 -1.1404 0.052 -0.037 -0.040
C -4.5260 1.7144 -2.4127 0.007 0.022 0.079
C -3.7081 0.6265 -2.6823 0.060 -0.014 0.104
C -2.8985 0.1039 -1.6798 -0.048 0.042 -0.064
H -0.3835 -1.2827 2.8389 -0.101 0.036 -0.001
H -0.6239 -2.6639 3.7400 -0.044 -0.040 0.010
H -2.6382 -3.7286 4.0879 -0.050 0.059 -0.054
H -5.0663 -3.8243 3.6906 0.032 0.052 -0.037
H -6.1282 -2.2519 2.0728 0.025 -0.008 0.008
H -4.7258 -0.6259 0.8742 0.026 -0.015 0.032
H -2.4473 0.4110 3.7236 0.002 -0.020 -0.006
H -1.8997 2.2768 5.2268 0.012 -0.008 -0.034
H -0.6773 4.2494 4.3710 -0.003 -0.024 -0.033
H 0.0134 4.3276 1.9883 -0.025 -0.069 0.030
H -0.4746 2.4369 0.4909 -0.048 -0.068 0.062
H -3.7442 2.2020 0.8519 0.008 -0.033 -0.032
H -5.1748 3.1312 -0.9312 0.017 -0.028 -0.004
H -5.1537 2.1263 -3.1941 0.017 -0.005 0.030
H -3.6890 0.1877 -3.6722 -0.001 0.009 0.029
H -2.2496 -0.7418 -1.8918 -0.033 0.029 0.015
I 2.6601 -1.7316 -2.9439 -0.051 0.004 0.102
C 1.2833 -3.2132 -3.5321 -0.129 0.013 0.104
C 1.5672 -3.8256 -4.7156 -0.197 -0.188 -0.102
C 0.6742 -4.8021 -5.2182 0.138 0.094 0.018
C -0.4552 -5.1060 -4.5208 -0.052 0.063 0.118
C -0.7472 -4.4683 -3.2853 -0.161 -0.100 0.043
C -1.9319 -4.8038 -2.5712 0.100 -0.038 -0.160
C -2.1923 -4.2286 -1.3673 0.181 0.195 0.137
C -1.2761 -3.2797 -0.8270 -0.029 -0.234 -0.087
C -0.1166 -2.8619 -1.4589 -0.408 -0.619 -0.686
C 0.1318 -3.4942 -2.7327 0.152 0.102 0.049
H 2.4579 -3.5684 -5.2715 -0.003 -0.015 -0.012
H 0.8979 -5.2962 -6.1556 -0.002 0.019 0.017
H -1.1514 -5.8480 -4.8983 0.022 0.034 0.025
H -2.6121 -5.5316 -3.0032 0.046 0.031 0.012
H -3.0933 -4.4903 -0.8192 0.078 0.033 -0.008
H -1.5276 -2.8986 0.1635 0.008 0.051 -0.064
C 2.7913 4.9542 0.5485 -0.096 0.043 0.056
C 3.3666 3.9974 -0.4866 -0.020 -0.154 -0.072
N 2.4883 2.8876 -0.8240 -0.135 -0.044 -0.042
C 1.4673 2.9144 -1.6961 0.033 -0.012 0.070
S 0.4736 1.5576 -1.9665 0.077 0.087 0.045
N 1.2799 4.0709 -2.3601 -0.381 0.027 -0.111
C 0.1426 4.3515 -3.2396 0.177 -0.052 0.076
C -1.1080 4.7749 -2.4857 -0.069 0.006 0.075
H 3.4778 5.7838 0.7293 -0.017 -0.040 -0.012
H 2.6239 4.4338 1.4919 -0.012 -0.003 -0.009
H 1.8339 5.3691 0.2234 0.028 -0.005 0.006
H 4.2876 3.5588 -0.1051 0.033 -0.017 0.032
H 3.6510 4.5266 -1.3974 0.022 0.030 -0.071
H 2.5729 2.0245 -0.2959 0.036 -0.020 0.095
H 1.7903 4.8722 -2.0343 0.056 0.064 -0.024
H -0.0497 3.4586 -3.8264 0.006 -0.082 -0.007
H 0.4707 5.1346 -3.9227 -0.025 0.025 -0.047
H -1.3741 4.0213 -1.7415 -0.002 0.013 -0.049
H -1.9509 4.8795 -3.1743 0.085 0.000 0.038
H -0.9633 5.7342 -1.9817 0.007 -0.050 0.000
N 5.8777 0.3881 0.6477 0.088 -0.256 0.037
C 6.1910 -0.6540 1.4699 0.005 0.112 -0.015
O 7.2733 -0.7845 2.0059 0.004 0.070 -0.037
C 5.0785 -1.6307 1.6885 0.140 0.121 -0.086
C 4.9223 -2.2296 2.9244 0.018 -0.049 0.209
C 3.8401 -3.0689 3.1212 0.018 -0.048 0.026
C 2.9522 -3.2599 2.0758 -0.083 -0.018 -0.254
N 3.1091 -2.7136 0.8633 -0.027 0.121 0.182
C 4.1770 -1.9359 0.6856 -0.259 -0.087 -0.115
H 6.5927 1.0674 0.4566 0.001 0.040 0.025
H 4.9293 0.5535 0.3545 -0.041 0.032 0.039
H 5.6385 -2.0205 3.7109 -0.039 -0.018 -0.047
H 3.6718 -3.5544 4.0735 -0.003 0.015 -0.036
H 2.0701 -3.8779 2.2051 -0.003 0.030 -0.013
H 4.3087 -1.5294 -0.3117 -0.026 -0.012 0.026
O 2.4943 0.4271 0.5448 0.427 0.426 0.647
N 2.1106 0.3938 1.7637 -0.002 -0.337 -0.406
O 1.3546 -0.5716 1.9821 0.220 0.508 0.606


no.,HOMO (eV),gap between HOMO and LUMO (eV)
1,-8.973,9.86
2,-9.688,4.27
3,-7.441,7.81